1.
The following is a quantum chemistry calculation of a structure of composition C38H24N5S2Ti at a distorted geometry, from the OMol25 dataset.

**Strongest force on any atom**: 4.11 eV/A
**HOMO-LUMO gap (spin up / spin down)**: 6.60 / 6.70 eV
**HOMO energy (spin up / spin down)**: -12.93 / -12.93 eV
**Molar mass**: 662.65 g mol⁻¹
**Lowest unoccupied orbital energy (spin up / spin down)**: -0.232 / -0.229 Eh

```
! wB97M-V def2-TZVPD RIJCOSX def2/J DEFGRID3
* xyz 2 2
Ti -22.057 2.367 -4.553
C -21.607 5.383 -7.773
C -21.290 4.526 -6.723
N -22.022 3.451 -6.434
C -23.064 3.149 -7.231
C -23.528 4.011 -8.220
C -22.786 5.161 -8.450
C -24.566 3.598 -9.109
C -25.177 2.391 -8.888
C -24.857 1.623 -7.716
C -23.740 1.949 -6.914
N -23.261 1.344 -5.729
C -23.449 -0.059 -5.386
C -24.472 -0.903 -5.497
C -24.319 -2.232 -5.033
C -23.190 -2.832 -4.611
C -22.101 -1.896 -4.352
C -20.936 -2.284 -3.733
C -20.056 -1.323 -3.365
C -20.250 -0.009 -3.650
N -21.324 0.408 -4.354
C -22.250 -0.531 -4.709
H -20.904 6.141 -8.026
H -20.417 4.688 -6.138
H -23.009 5.706 -9.367
H -24.931 4.224 -9.906
H -25.991 2.015 -9.485
H -25.422 0.720 -7.530
H -25.367 -0.657 -6.040
H -25.200 -2.953 -5.189
H -23.042 -3.955 -4.456
H -20.833 -3.377 -3.652
H -19.083 -1.542 -2.877
H -19.569 0.770 -3.333
S -27.113 2.002 -2.346
C -28.521 1.971 -1.320
C -28.239 2.457 -0.066
C -26.888 2.769 0.120
C -26.179 2.698 -1.045
C -24.811 3.028 -1.313
C -24.044 2.350 -2.297
N -22.843 2.724 -2.614
C -22.208 3.802 -1.941
C -22.856 4.426 -0.891
C -22.147 5.459 -0.205
C -20.891 5.820 -0.619
C -20.272 5.240 -1.761
C -19.030 5.596 -2.258
C -18.482 4.914 -3.313
C -19.199 3.869 -3.939
N -20.403 3.488 -3.462
C -20.853 4.127 -2.391
C -17.148 5.340 -3.954
C -16.203 4.540 -4.569
C -14.992 5.231 -4.817
C -14.991 6.479 -4.309
S -16.469 6.876 -3.568
C -24.161 3.996 -0.638
H -29.462 1.599 -1.757
H -28.981 2.517 0.727
H -26.474 3.051 1.088
H -24.432 1.547 -2.886
H -22.558 5.881 0.727
H -20.448 6.633 -0.107
H -18.491 6.393 -1.821
H -18.822 3.337 -4.798
H -16.230 3.473 -4.898
H -14.205 4.856 -5.454
H -14.126 7.147 -4.277
H -24.753 4.524 0.141
*
```

In elementary charge units, the Mulliken charges are:
1. Ti 0.17
2. C -1.05
3. C -0.09
4. N 0.24
5. C 0.54
6. C 0.96
7. C -0.59
8. C -0.78
9. C -0.93
10. C -0.72
11. C 0.09
12. N 0.42
13. C 0.10
14. C -0.80
15. C -0.63
16. C -1.07
17. C 1.04
18. C -0.42
19. C -0.97
20. C -0.06
21. N 0.24
22. C 0.60
23. H 0.48
24. H 0.51
25. H 0.41
26. H 0.42
27. H 0.43
28. H 0.18
29. H 0.43
30. H 0.29
31. H 0.33
32. H 0.44
33. H 0.37
34. H 0.50
35. S -0.07
36. C -0.42
37. C -0.53
38. C -0.58
39. C 0.31
40. C 0.58
41. C -0.56
42. N -0.18
43. C -0.01
44. C 0.74
45. C -0.91
46. C -1.10
47. C 0.44
48. C -0.64
49. C 1.07
50. C -1.36
51. N 0.15
52. C 0.28
53. C 0.17
54. C -0.38
55. C -0.58
56. C -0.35
57. S -0.15
58. C -0.67
59. H 0.40
60. H 0.41
61. H 0.46
62. H 0.72
63. H 0.42
64. H 0.50
65. H 0.60
66. H 0.53
67. H 0.32
68. H 0.38
69. H 0.42
70. H 0.50

***

2.
The following is a quantum chemistry calculation of a structure of composition C38H26N7ORe at a distorted geometry, from the OMol25 dataset.

**Strongest force on any atom**: 3.41 eV/A
**HOMO-LUMO gap (spin up / spin down)**: 6.12 / 4.15 eV
**HOMO energy (spin up / spin down)**: -14.76 / -14.76 eV
**Molar mass**: 782.88 g mol⁻¹
**Lowest unoccupied orbital energy (spin up / spin down)**: -0.318 / -0.390 Eh

```
! wB97M-V def2-TZVPD RIJCOSX def2/J DEFGRID3
* xyz 3 2
Re -1.524 -0.268 2.069
C -0.553 0.140 6.332
C -0.740 -0.436 5.074
N -1.490 0.119 4.127
C -2.181 1.254 4.444
C -2.049 1.906 5.693
C -1.174 1.329 6.637
C -2.822 3.062 5.938
C -3.703 3.513 4.986
C -3.875 2.848 3.769
C -3.130 1.714 3.473
N -3.207 0.866 2.386
C -4.379 0.467 1.775
C -5.544 1.170 1.497
C -6.642 0.513 0.929
C -6.623 -0.833 0.653
C -5.458 -1.591 0.903
C -5.324 -2.971 0.655
C -4.129 -3.594 0.940
C -3.062 -2.849 1.448
N -3.148 -1.546 1.678
C -4.331 -0.917 1.432
H 0.078 -0.354 7.055
H -0.268 -1.380 4.831
H -1.021 1.810 7.591
H -2.720 3.576 6.881
H -4.293 4.396 5.177
H -4.574 3.248 3.057
H -5.621 2.226 1.690
H -7.526 1.092 0.706
H -7.491 -1.321 0.238
H -6.156 -3.526 0.250
H -4.001 -4.651 0.773
H -2.114 -3.327 1.667
C 7.671 -0.051 -8.252
O 7.815 -0.082 -6.847
C 6.788 -0.103 -6.035
C 5.431 -0.098 -6.445
C 4.424 -0.122 -5.517
C 4.708 -0.153 -4.134
C 6.062 -0.154 -3.723
C 7.075 -0.130 -4.640
C 3.678 -0.181 -3.135
N 3.914 -0.205 -1.833
C 2.715 -0.219 -1.229
C 1.686 -0.206 -2.197
N 2.324 -0.180 -3.393
C 0.311 -0.209 -1.854
C -0.744 -0.195 -2.781
C -2.036 -0.166 -2.308
C -2.259 -0.177 -0.935
N -1.284 -0.229 -0.030
C 0.000 -0.224 -0.468
C 1.039 -0.213 0.529
N 0.651 -0.170 1.833
C 1.594 -0.098 2.764
C 2.960 -0.121 2.484
C 3.376 -0.193 1.173
C 2.406 -0.215 0.163
H 8.681 -0.038 -8.662
H 7.139 0.847 -8.583
H 7.145 -0.936 -8.624
H 5.189 -0.074 -7.498
H 3.403 -0.115 -5.871
H 6.274 -0.172 -2.665
H 8.110 -0.131 -4.330
H 1.885 -0.168 -4.299
H -0.551 -0.201 -3.842
H -2.874 -0.139 -2.984
H -3.275 -0.151 -0.567
H 1.268 -0.015 3.792
H 3.677 -0.077 3.287
H 4.419 -0.218 0.904
*
```

In elementary charge units, the Mulliken charges are:
1. Re 1.10
2. C -0.91
3. C -0.38
4. N -0.14
5. C 0.84
6. C 0.72
7. C -0.56
8. C -0.83
9. C -1.09
10. C -0.76
11. C 0.11
12. N -0.11
13. C 0.58
14. C -0.56
15. C -1.09
16. C -0.78
17. C 0.45
18. C -0.65
19. C -0.83
20. C -0.07
21. N -0.26
22. C 0.82
23. H 0.46
24. H 0.76
25. H 0.50
26. H 0.46
27. H 0.44
28. H 0.44
29. H 0.42
30. H 0.45
31. H 0.48
32. H 0.52
33. H 0.44
34. H 0.47
35. C -0.82
36. O -0.35
37. C 0.88
38. C -0.53
39. C -0.74
40. C 0.62
41. C -0.52
42. C -0.61
43. C 0.24
44. N -0.76
45. C 0.86
46. C 0.28
47. N -0.09
48. C 0.09
49. C -0.74
50. C -1.14
51. C 0.25
52. N -0.27
53. C 0.42
54. C 0.89
55. N -0.81
56. C 0.25
57. C -1.15
58. C -0.52
59. C -0.07
60. H 0.26
61. H 0.38
62. H 0.37
63. H 0.48
64. H 0.31
65. H 0.54
66. H 0.49
67. H 0.21
68. H 0.48
69. H 0.51
70. H 0.21
71. H 0.57
72. H 0.47
73. H 0.64

***

3.
The following is a quantum chemistry calculation of a structure of composition C38H27AlAsF5N3PS3Se2, from the OMol25 dataset.

**Strongest force on any atom**: 0.66 eV/A
**HOMO-LUMO gap**: 4.89 eV
**Energy relative to the best compared isomer or geometry (same formula, charge and spin)**: 0.000 eV
**HOMO energy**: -7.40 eV
**Molar mass**: 1007.64 g mol⁻¹
**Lowest unoccupied orbital energy**: -0.092 Eh

```
! wB97M-V def2-TZVPD RIJCOSX def2/J DEFGRID3
* xyz 0 1
Al -0.853 -0.339 -0.276
S 2.620 -2.898 0.306
C 1.322 -1.940 0.084
S 0.926 -0.565 1.131
S 0.177 -2.130 -1.243
F 0.462 -3.223 5.475
C -0.288 -2.833 4.446
C -0.573 -3.712 3.417
F -0.093 -4.953 3.458
C -1.362 -3.295 2.356
F -1.602 -4.179 1.390
C -1.876 -2.008 2.285
Se -2.847 -1.414 0.758
C -1.579 -1.158 3.336
F -1.996 0.122 3.321
C -0.798 -1.547 4.408
F -0.515 -0.690 5.393
C 0.484 1.459 -3.464
C 1.371 2.373 -4.291
As 1.127 2.173 -6.248
C -0.790 2.541 -6.362
C -1.407 3.483 -5.545
C -2.752 3.798 -5.704
C -3.500 3.169 -6.687
C -2.890 2.244 -7.525
C -1.545 1.943 -7.370
C 1.134 0.219 -6.231
C 2.391 -0.375 -6.304
C 2.533 -1.751 -6.191
C 1.414 -2.551 -6.020
C 0.155 -1.971 -5.962
C 0.015 -0.594 -6.064
P 0.841 1.249 -1.683
C 0.712 2.908 -0.940
C 1.243 3.139 0.332
C 1.007 4.336 0.987
C 0.228 5.322 0.392
C -0.322 5.095 -0.860
C -0.085 3.895 -1.518
C 2.618 0.868 -1.736
C 2.979 -0.386 -2.230
C 4.316 -0.728 -2.363
C 5.306 0.176 -2.011
C 4.954 1.432 -1.538
C 3.618 1.779 -1.405
H 0.574 0.431 -3.830
H -0.570 1.720 -3.578
H 2.425 2.135 -4.126
H 1.249 3.427 -4.032
H -0.833 4.001 -4.784
H -3.212 4.534 -5.057
H -4.548 3.409 -6.812
H -3.462 1.762 -8.308
H -1.083 1.223 -8.038
H 3.274 0.241 -6.437
H 3.518 -2.197 -6.236
H 1.520 -3.624 -5.929
H -0.721 -2.591 -5.821
H -0.972 -0.154 -5.992
H 1.827 2.365 0.817
H 1.434 4.501 1.967
H 0.054 6.260 0.901
H -0.935 5.854 -1.332
H -0.528 3.733 -2.494
H 2.217 -1.108 -2.495
H 4.576 -1.714 -2.725
H 6.348 -0.098 -2.102
H 5.721 2.148 -1.273
H 3.369 2.770 -1.054
Se -3.383 0.964 -3.016
N -4.025 2.435 -2.262
C -3.436 2.584 -1.091
C -3.638 3.591 -0.083
C -2.894 3.501 1.044
C -1.920 2.447 1.236
N -1.717 1.519 0.351
C -2.478 1.587 -0.784
N -2.284 0.627 -1.655
H -4.358 4.383 -0.234
H -3.002 4.228 1.835
H -1.334 2.406 2.144
*
```

In elementary charge units, the Mulliken charges are:
1. Al 0.15
2. S -0.22
3. C 0.47
4. S -0.38
5. S -0.43
6. F -0.32
7. C 0.68
8. C 0.32
9. F -0.31
10. C 0.44
11. F -0.40
12. C -0.67
13. Se -0.24
14. C 0.48
15. F -0.35
16. C 0.19
17. F -0.33
18. C 0.02
19. C -1.56
20. As 0.16
21. C 0.30
22. C -0.18
23. C -0.51
24. C -0.58
25. C -0.55
26. C -0.45
27. C -0.04
28. C -0.40
29. C -0.67
30. C -0.53
31. C -0.66
32. C 0.27
33. P 0.81
34. C 0.30
35. C -0.30
36. C -0.91
37. C -0.66
38. C -0.80
39. C -0.79
40. C 1.06
41. C -0.54
42. C -1.14
43. C -0.68
44. C -0.74
45. C -0.27
46. H -0.05
47. H 0.33
48. H 0.65
49. H 0.43
50. H 0.29
51. H 0.43
52. H 0.41
53. H 0.42
54. H 0.47
55. H 0.36
56. H 0.44
57. H 0.40
58. H 0.41
59. H 0.42
60. H 0.57
61. H 0.47
62. H 0.43
63. H 0.49
64. H 0.30
65. H 0.58
66. H 0.53
67. H 0.40
68. H 0.43
69. H 0.38
70. Se 0.25
71. N -0.87
72. C 0.70
73. C -0.56
74. C -1.00
75. C -0.23
76. N 0.33
77. C 0.77
78. N 0.01
79. H 0.52
80. H 0.47
81. H 0.60

***

Look up the molar mass of the first one. 662.65 g mol⁻¹

***

Among the records above, which one has the highest strongest force on any atom? C38H24N5S2Ti